Entry 1:
The following is a DFT calculation (ωB97M-V with the def2-TZVPD basis set) of an isolated molecule of C6H12O.

```
19
Properties=species:S:1:pos:R:3
O -1.63450 0.01275 -0.61419
C 0.08826 -0.59958 0.90566
C -0.71707 1.08358 -0.57531
C -0.29472 -1.89099 -1.27034
C 0.02173 0.93358 0.75551
C 1.36909 1.63846 0.79185
C -0.94110 -1.13248 -0.12048
H 0.44812 -1.26238 -1.77560
H -1.27482 2.01998 -0.66328
H -0.15899 -0.90808 1.92534
H 2.05581 1.17080 0.07260
H -0.62789 1.33539 1.54166
H 1.27234 2.69852 0.52828
H 0.21230 -2.78868 -0.90110
H -1.69603 -1.76699 0.35465
H -0.00580 1.02490 -1.41765
H 1.83368 1.58920 1.78304
H 1.09843 -0.96833 0.68347
H -1.04884 -2.18966 -2.00412
```

- SMILES string = C[C@H]1CO[C@@H](C)C1
- highest occupied orbital energy (eV) = -9.62

=====

Entry 2:
The following is a DFT calculation (ωB97M-V with the def2-TZVPD basis set) of a structure of composition C4H5NO in a non-equilibrium geometry.

```
11
Properties=species:S:1:pos:R:3
O -0.32581 -1.30510 0.65716
N -1.06934 1.87124 1.73941
C -0.79376 -0.13304 0.04230
C 1.06600 -1.11512 0.51177
C 0.35364 0.12191 -0.95916
C -0.94547 0.98793 1.00378
H 1.22700 -0.77383 -0.72147
H 0.78009 1.12267 -0.98227
H -1.76860 -0.31630 -0.42209
H 1.34567 -0.21237 1.09423
H 0.13057 -0.24799 -1.96365
```

- highest occupied orbital energy (eV) = -9.08

=====

Entry 3:
The following is a DFT calculation (ωB97M-V with the def2-TZVPD basis set) of a structure of composition C53H38As2BrF5HfN2O3S2 in a non-equilibrium geometry.

```
107
Properties=species:S:1:pos:R:3
Hf -1.38095 0.11378 1.14404
Br 0.97488 5.86797 0.45635
As 2.45270 -1.49358 -0.64813
As -0.42568 0.43485 -1.65345
S -1.74323 -0.00587 5.84938
S -2.87262 -1.68579 0.09428
F -4.04994 3.77374 -2.66651
F -2.37514 2.45779 -0.91368
F -6.76832 3.50811 -2.39880
F -6.10294 0.62587 1.30230
F -7.76791 1.94548 -0.38457
O -3.34902 0.92472 1.01388
O -0.00166 -1.20568 0.67191
O -0.28055 -2.02176 2.68357
N 0.52729 1.31967 2.81726
N -1.32960 2.65912 1.53210
C -1.73288 1.14741 -4.17154
C -0.87194 -3.16240 -3.83299
C 2.13035 0.42986 -0.27305
C 5.93752 -1.08123 -3.02213
C -0.09143 -1.07154 -2.90492
C 3.14632 -3.55447 1.18438
C 2.86370 -2.19163 1.13684
C 2.15827 1.95408 5.00949
C 4.33126 -1.16534 -1.22183
C -1.80122 3.29660 -5.23159
C 3.25570 -3.49432 3.57285
C -0.80349 -5.72643 0.21547
C 0.15335 0.99937 4.07401
C -0.56558 2.98851 -3.19432
C -0.45086 3.46848 0.95857
C -0.39523 4.82590 1.23068
C -5.59153 1.39321 0.32767
C -1.12291 0.37366 4.24425
C -3.10064 -0.69223 3.78171
C 6.52831 -0.23554 -0.85816
C 1.67214 1.99033 2.68220
C -4.56413 2.99393 -1.70693
C -0.21782 -4.64795 0.85595
C -3.12497 -0.72713 5.14628
C -2.05575 -3.23538 0.14905
C -2.25760 4.54116 2.67195
C 0.96508 1.29632 5.18116
C -0.91532 1.64241 -3.15806
C 0.11938 -3.11949 -4.79780
C -0.30500 -2.19395 1.47326
C -2.20397 3.18397 2.38871
C -0.97873 -2.14175 -2.90104
C 2.79563 -1.49072 2.33033
C -2.16882 1.96203 -5.20147
C -3.73864 2.32837 -0.82612
C 5.27550 -0.58013 -0.38540
C 1.01072 -2.05870 -4.81324
C 2.51433 2.33488 3.71961
C 1.44422 1.10331 -1.44961
C -4.18387 1.49781 0.21955
C 3.34518 -4.20450 2.38739
C -2.64482 -4.34079 -0.46516
C -1.32704 5.38637 2.09018
C -2.01778 -5.56783 -0.43723
C 2.99739 -2.13567 3.53904
C 6.86057 -0.48544 -2.17940
C -6.44308 2.06216 -0.53482
C -0.99764 3.80427 -4.22561
C 4.68214 -1.41600 -2.54381
C -5.94030 2.86415 -1.56137
C 0.90634 -1.04300 -3.87896
C -1.95922 -0.04923 3.23858
C -0.83309 -3.40915 0.81558
H 1.48239 0.49917 0.60440
H 0.71886 -4.75423 1.38283
H 2.79411 2.17856 5.85268
H -3.88577 -1.11989 3.17397
H 3.95131 -1.88567 -3.19322
H 3.08261 0.92637 -0.04933
H 6.19482 -1.27072 -4.05442
H -1.78083 -2.16933 -2.17300
H 1.59454 -0.20677 -3.94047
H -0.32013 -6.68893 0.22839
H -3.87683 -1.14801 5.79003
H -2.13964 3.93561 -6.03394
H 7.24467 0.24178 -0.20271
H -3.59897 -4.21089 -0.95265
H 3.38514 -4.00366 4.51675
H 3.20954 -4.09214 0.24129
H 2.94124 -1.57543 4.46153
H -0.70646 4.84424 -4.24264
H -2.02725 0.10262 -4.14057
H 3.42260 2.88076 3.52623
H 1.78567 -2.01552 -5.56650
H 7.83921 -0.21491 -2.54645
H 0.19147 -3.89440 -5.54747
H 0.22556 3.02774 0.23751
H -2.79646 1.55649 -5.98155
H -1.33146 6.44723 2.28339
H -2.48945 -6.40421 -0.93138
H 2.57439 -0.43042 2.33496
H -1.57620 -3.98227 -3.80898
H 1.40185 2.19029 -1.29093
H 2.02145 0.94534 -2.37107
H 1.94117 2.26630 1.67056
H 3.55630 -5.26458 2.40340
H 5.02687 -0.40278 0.65561
H 0.03756 3.42173 -2.40351
H -3.01311 4.93278 3.33411
H 0.63108 0.98133 6.15530
H -2.90724 2.49142 2.82979
```

- highest occupied orbital energy (eV) = -7.79

=====

Entry 4:
The following is a DFT calculation (ωB97M-V with the def2-TZVPD basis set) of the ion C5H12NO with charge +1 in a non-equilibrium geometry.

```
19
Properties=species:S:1:pos:R:3
O -1.89537 -0.26522 0.20850
N -0.61597 -0.42594 -0.25812
C 0.39502 0.55813 -0.00683
C -0.43407 -1.65474 -0.98383
C -2.35535 0.77795 0.88995
C 1.00414 0.67733 1.44080
C 1.46498 0.30124 -1.06881
H -1.51667 -1.95337 -1.25357
H 0.06368 -2.55802 -0.49081
H -0.09600 1.40883 -0.27069
H 1.89884 1.25920 1.59007
H -1.78275 1.62720 1.09415
H 0.36084 -1.64581 -1.80541
H 1.23671 0.17818 -2.15136
H 2.08323 -0.56372 -0.73884
H 2.11524 1.07050 -1.08018
H 0.15872 0.86028 2.08899
H -3.40520 0.65769 1.08100
H 1.31998 -0.30971 1.71495
```

- highest occupied orbital energy (alpha / beta) (eV) = -13.89 / -13.83
- total charge = +1

=====

Energy above the lowest of the compared OMol25 structures with the same formula, charge and spin, respectively: 8.3; 126.2; 56.9; 122.2 kcal per mole.